This record from OMol25 describes C28H60AsBF6Mg2N2O26 as an isolated structure. The level of theory is ωB97M-V/def2-TZVPD.

Computed properties:
Kohn-Sham gap: 2.1 eV
2S+1: 1
E_LUMO: -6.26 eV

Atoms and positions in Å:
C1 6.648 -0.709 -2.633
H1 6.979 -0.902 -1.613
O1 1.664 -7.671 7.206
C2 1.031 -5.762 -4.737
H2 7.782 -5.162 -6.083
H3 4.321 -1.643 -7.218
H4 4.284 6.620 0.926
O2 -4.778 -1.423 4.252
H5 3.026 6.714 2.139
C3 -3.068 6.880 2.761
H6 2.670 5.820 0.687
H7 0.193 -1.646 10.589
C4 -8.297 2.153 -1.013
B1 4.067 -6.926 4.785
C5 4.385 -5.921 2.733
H8 -2.341 6.986 3.566
C6 7.986 -2.453 -3.505
C7 -2.779 5.588 1.923
O3 2.977 -6.588 5.691
O4 5.122 -5.891 4.955
O5 -4.418 6.659 3.207
H9 -5.935 -2.967 -1.697
H10 -3.964 -4.940 10.572
F1 -3.771 2.223 -5.185
H11 -4.503 -2.178 -2.348
H12 -5.952 7.420 4.334
H13 -9.223 0.317 -2.500
H14 0.762 -0.887 8.395
H15 -5.705 -2.809 -3.416
H16 -4.580 6.247 -0.785
O6 4.421 -8.324 5.070
O7 1.045 -0.221 0.495
C8 2.109 -3.269 -7.311
C9 3.015 7.988 -1.023
H17 -2.753 4.726 2.589
O8 1.103 -1.245 -1.392
C10 -5.001 7.739 3.905
H18 -0.034 -5.606 -4.569
C11 2.515 9.319 -1.579
C12 -1.247 -3.099 11.019
H19 -8.998 1.767 -0.273
O9 -7.463 1.133 -1.577
O10 6.771 -4.118 -4.541
N1 -5.159 -1.521 3.101
O11 -3.674 5.319 0.830
C13 -0.246 -2.534 10.134
H20 2.869 10.162 -0.986
H21 0.478 10.025 -3.383
H22 8.395 -1.984 -4.400
H23 0.925 11.198 -2.065
O12 6.245 -4.559 3.454
C14 0.448 10.251 -2.317
O13 -0.899 -2.203 8.895
Mg1 -4.413 1.294 -1.158
C15 3.205 6.691 1.064
C16 -5.581 -2.283 -2.469
H24 7.343 0.029 -3.033
H25 -8.716 2.828 -1.760
H26 -3.303 -4.447 12.090
H27 3.362 -0.459 -6.165
H28 5.666 -0.251 -2.513
H29 2.919 -3.602 -7.959
O14 3.660 -6.865 3.362
H30 1.472 -2.683 -7.973
H31 -8.063 -1.615 -1.723
H32 -0.631 -3.781 11.605
As1 -3.111 2.017 -6.829
H33 -0.643 -0.939 7.272
F2 -3.681 3.681 -7.256
H34 6.027 -5.431 -5.966
O15 -5.029 -0.540 2.359
C17 -8.137 0.375 -2.576
C18 5.324 -5.314 3.804
C19 3.541 -8.828 5.933
C20 6.946 -5.294 -5.397
H35 -3.991 7.425 0.290
O16 3.367 -10.006 6.298
O17 6.651 -1.952 -3.358
H36 8.896 -4.152 -4.442
N2 0.571 -0.428 -0.611
H37 0.408 -2.266 7.308
F3 -2.639 0.362 -6.404
O18 2.806 7.921 0.417
F4 -1.490 2.663 -6.344
O19 1.802 -4.738 -5.343
F5 -2.531 1.787 -8.524
H38 -7.975 0.843 -3.547
O20 -6.140 -0.991 -2.264
O21 1.104 9.222 -1.573
H39 8.668 -2.145 -2.713
O22 -2.276 -3.782 10.276
H40 1.040 -6.642 -5.379
F6 -4.713 1.292 -7.335
H41 -4.289 7.919 4.710
H42 0.480 -3.302 9.867
C21 2.618 -7.639 6.390
C22 -3.024 -4.698 11.067
H43 8.062 -4.491 -2.918
H44 7.048 -6.195 -4.791
H45 0.208 -4.006 -6.434
H46 -7.804 -1.532 -3.468
H47 2.920 9.537 -2.567
H48 -1.761 -2.398 11.677
O23 2.652 -2.400 -6.291
O24 -5.747 -2.462 2.743
C23 3.350 -1.267 -6.897
C24 1.239 -4.315 -6.602
H49 2.931 -0.914 -7.839
C25 -7.600 -1.033 -2.521
H50 -7.643 2.799 -0.428
O25 -0.485 0.071 -0.959
H51 -5.133 8.639 3.305
H52 1.032 -5.177 -7.237
H53 4.073 7.817 -1.225
H54 -2.799 6.554 -0.562
C26 -3.768 6.424 -0.080
C27 -0.022 -1.509 7.963
H55 1.454 -5.989 -3.758
H56 -3.001 7.784 2.156
O26 4.306 -5.584 1.563
C28 8.014 -3.922 -3.846
H57 -1.796 5.697 1.465
H58 -2.443 -5.619 11.123
H59 2.567 7.140 -1.541
Mg2 3.796 -3.273 -3.581
H60 -0.598 10.254 -2.010

Force components x, y, z for each atom (eV/Å):
C 0.6 -0.1 1.0
H 0.1 -0.1 0.1
O 3.4 -0.1 -2.6
C -0.1 -1.0 0.1
H 0.0 0.0 0.1
H 0.5 0.3 0.5
H 0.1 -0.6 -0.1
O 1.0 0.5 1.0
H -0.2 0.6 -0.1
C -1.5 -1.5 -0.9
H 0.1 0.0 -0.3
H 0.4 0.0 0.0
C 1.0 0.6 0.6
B -0.4 0.1 0.0
C -1.2 -0.1 -0.4
H 0.0 -0.2 0.3
C 0.5 1.0 -1.4
C 0.5 1.0 -0.3
O -0.2 0.1 0.1
O 0.0 -0.3 -0.2
O 0.3 0.1 -0.6
H -0.1 0.0 0.2
H 0.1 0.2 -0.3
F 0.5 0.0 -0.5
H 0.0 0.0 0.1
H 0.1 -0.1 -0.2
H -0.1 0.2 0.7
H -0.2 0.0 0.3
H -0.6 0.7 -0.5
H 0.3 -0.5 -0.1
O 0.0 -0.4 0.7
O 0.5 0.2 -0.1
C -0.3 0.4 1.0
C 0.6 -0.4 1.1
H -0.3 0.0 -0.2
O 0.8 -0.7 -1.2
C 1.0 -0.4 0.6
H -0.1 1.0 -0.1
C -0.3 -0.7 0.5
C -1.8 -1.4 0.9
H -0.4 -0.3 -0.5
O -0.6 0.5 0.4
O 0.8 -1.9 -1.1
N 0.3 2.0 2.0
O -0.5 1.0 0.6
C 0.0 0.7 -3.0
H -0.1 0.0 0.5
H 0.2 0.2 -0.2
H 0.0 0.5 -0.1
H -0.2 0.3 -0.3
O -2.2 -1.3 1.4
C 0.3 -0.6 0.7
O 1.1 1.8 -0.1
Mg -1.0 -1.0 -0.1
C 0.3 1.0 -0.9
C 0.9 -0.4 0.9
H -0.1 -0.1 -0.5
H -0.4 -0.4 -0.2
H 0.3 0.8 0.1
H 0.2 -0.1 -0.1
H -0.2 -0.4 -0.6
H 0.1 -0.7 0.3
O 0.8 1.1 -0.9
H -0.3 0.1 0.1
H 0.1 0.0 0.2
H -0.5 -0.4 0.7
As -0.7 0.2 -1.7
H -0.2 0.3 0.4
F 0.7 -1.9 0.6
H 0.0 0.2 -0.1
O 0.9 1.9 -1.5
C 0.6 -0.3 -0.5
C 2.9 1.2 -2.2
C -1.3 -2.6 1.4
C -1.0 0.4 0.4
H -0.2 -0.2 1.0
O 1.1 3.5 -1.4
O -0.6 0.3 0.7
H -0.2 0.0 -0.2
N 0.0 -0.5 1.3
H 0.5 -0.1 0.1
F 0.1 1.0 -0.1
O -0.4 -0.2 -0.3
F -1.9 -0.8 -0.3
O 0.2 0.7 0.0
F -0.4 0.2 1.9
H 0.3 0.0 -0.1
O -1.3 -0.1 -1.2
O -0.3 0.3 -0.4
H -0.4 -0.3 0.5
O 0.1 0.2 1.0
H 0.4 -0.3 0.1
F 1.6 1.1 0.6
H -0.3 0.7 0.5
H 0.5 0.1 0.3
C -3.1 -0.5 2.3
C 0.4 -0.7 -0.5
H -0.2 -0.5 -0.1
H 0.4 0.0 0.1
H 0.1 0.9 0.3
H 0.2 -0.1 -0.1
H -0.1 -0.5 -0.4
H 0.2 0.3 0.1
O 0.1 0.6 -0.5
O -2.1 -4.0 -2.1
C 0.1 -0.9 0.0
C -0.2 -0.3 0.0
H -0.8 0.0 0.3
C 1.3 0.1 0.3
H 0.2 0.0 0.1
O -1.2 0.8 -0.6
H 0.0 0.0 -0.2
H 0.7 -0.4 -0.2
H 0.5 0.5 0.0
H 0.0 -0.2 -0.5
C 0.3 -0.2 -0.2
C -1.0 -1.3 -0.3
H 0.2 -0.1 -0.2
H -0.1 0.1 -0.1
O 0.1 -0.7 1.6
C -1.2 0.7 1.4
H 0.4 0.0 0.2
H 0.0 -0.3 0.2
H -0.7 0.0 0.1
Mg 0.0 0.3 -0.9
H 0.1 0.1 0.1